ORCA calculation (wB97M-V/def2-TZVPD) on a 3-piece molecular cluster, C14H24ClNO6 overall.

Values from the calculation:
Net charge: 0
2S+1: 1

Positions of all 46 atoms, in Å:
O  -3.878  3.342  5.349
C  -2.728  3.522  6.042
Cl  -2.443  2.805  7.764
C  -1.479  4.438  5.411
C  -0.898  3.692  4.073
C  0.721  3.581  3.821
N  0.736  2.785  2.499
C  -0.512  3.070  1.691
O  -0.950  2.523  0.525
C  -1.329  4.229  2.577
H  -1.985  5.467  5.082
H  -0.660  4.677  6.216
H  -1.270  2.575  4.067
H  1.180  4.648  3.573
H  1.427  3.197  4.673
H  1.650  2.757  1.996
H  -0.732  5.225  2.391
H  -2.498  4.235  2.533
O  0.317  -1.294  -1.682
C  -0.884  -1.038  -1.601
O  -1.800  -2.027  -1.646
C  -3.202  -1.857  -1.367
C  -3.949  -1.405  -2.606
C  -1.355  0.386  -1.539
H  -3.356  -1.189  -0.514
H  -3.578  -2.839  -1.061
H  -3.595  -0.430  -2.955
H  -5.022  -1.332  -2.404
H  -3.791  -2.112  -3.427
H  -1.426  0.785  -2.554
H  -0.623  0.971  -0.972
H  -2.306  0.512  -1.025
O  6.193  -3.636  -4.250
C  5.060  -3.888  -3.843
O  4.015  -3.113  -4.198
C  2.635  -3.430  -3.938
C  2.226  -2.971  -2.553
C  4.834  -5.013  -2.873
H  2.437  -4.493  -4.107
H  2.047  -2.885  -4.684
H  2.799  -3.482  -1.774
H  1.162  -3.163  -2.382
H  2.415  -1.899  -2.433
H  5.026  -4.656  -1.859
H  5.533  -5.822  -3.109
H  3.837  -5.448  -2.929

Forces on atoms 1 to 6 (eV/Å):
8.19 1.04 5.22
-5.18 -0.01 -4.20
-0.48 0.95 -2.45
-0.70 0.39 -0.28
0.66 -1.18 -0.75
0.02 1.50 -0.65

ORCA calculation (wB97M-V/def2-TZVPD) on a 2-piece molecular cluster, C5H11O2 overall.

Values from the calculation:
Net charge: -1
2S+1: 1

Positions of all 18 atoms, in Å:
C  -1.561  -0.621  -1.325
C  -3.066  -0.944  -1.173
H  -1.087  -1.405  -1.939
H  -1.415  0.291  -1.885
H  -1.019  -0.823  -0.404
H  -3.255  -1.055  -0.106
H  -3.370  -1.854  -1.686
H  -3.744  -0.144  -1.460
C  0.719  0.323  1.532
C  0.581  -1.161  1.536
C  1.345  0.891  0.129
O  1.861  0.064  -0.631
O  1.057  2.104  0.017
H  -0.215  0.881  1.706
H  1.338  0.779  2.304
H  -0.162  -1.553  0.856
H  0.401  -1.557  2.546
H  1.511  -1.578  1.124

Forces on atoms 1 to 6 (eV/Å):
-0.41 -1.79 -1.04
0.30 0.17 0.75
-0.26 0.22 -0.26
0.52 0.46 0.64
-0.15 1.33 -0.09
-0.25 -0.34 0.07

ORCA calculation (wB97M-V/def2-TZVPD) on a 7-piece molecular cluster, C19H24Cl6N4O2 overall.

Values from the calculation:
Net charge: 0
2S+1: 1

Positions of all 55 atoms, in Å:
N  31.998  9.011  25.664
C  32.033  9.045  24.301
C  30.846  8.890  23.496
C  29.682  8.628  24.165
C  29.656  8.286  25.536
C  30.893  8.485  26.203
H  32.934  9.471  23.885
H  30.657  9.170  22.470
H  28.816  8.705  23.524
H  28.719  8.065  26.024
H  30.940  8.158  27.232
N  28.590  9.132  29.086
C  28.183  10.204  28.335
C  27.079  10.289  27.601
C  26.254  9.197  27.646
C  26.483  8.107  28.449
C  27.684  8.165  29.195
H  28.971  10.921  28.162
H  26.786  11.185  27.073
H  25.398  9.082  26.998
H  25.822  7.256  28.375
H  28.061  7.328  29.765
N  23.139  11.791  24.894
C  24.419  12.233  24.851
C  25.481  11.343  24.623
C  25.240  9.984  24.518
C  23.918  9.550  24.539
C  22.881  10.538  24.634
H  24.621  13.277  25.041
H  26.474  11.763  24.678
H  26.070  9.346  24.255
H  23.694  8.515  24.325
H  21.879  10.233  24.896
C  19.931  12.089  24.775
N  18.472  12.490  24.599
O  17.620  11.667  24.793
O  18.248  13.653  24.305
H  20.089  11.663  25.766
H  20.559  12.976  24.696
H  20.218  11.381  23.998
C  23.577  12.375  28.265
Cl  22.959  10.716  28.318
Cl  23.541  13.212  29.911
H  24.585  12.372  27.850
H  23.022  12.947  27.522
C  28.168  14.318  27.603
Cl  29.723  13.306  27.826
Cl  27.196  13.671  26.161
H  27.611  14.375  28.538
H  28.448  15.362  27.465
C  19.712  7.674  25.039
Cl  19.639  6.819  23.455
Cl  21.384  7.597  25.695
H  19.373  8.689  24.831
H  19.182  6.988  25.700

Forces on atoms 1 to 6 (eV/Å):
0.01 -1.48 -1.92
-1.85 1.28 0.35
1.33 0.56 1.64
-0.60 -0.61 0.77
1.52 1.21 -1.25
-1.53 -0.48 -0.14

HOMO level: -9.69; -3.62; -9.43 (eV)
Calculated total energy: -1514.08144; -347.62163; -3868.85539 (hartree)
Energy above the lowest of the compared OMol25 structures with the same formula, charge and spin: 413.6; 73.6; 67.6 (kJ/mol)